The following is a quantum chemistry calculation of a cluster of 2 separate species, C10H16O in total in a non-equilibrium geometry, from the Open Molecules 2025 dataset.

Summary:
HOMO-LUMO gap: 9.12 eV
total charge: 0
relative energy (zero: lowest compared OMol25 entry of this formula, charge and spin): 40.3 kcal per mole
M: 152.2 g/mol
SMILES: CCc1ccc(O)cc1.CC
largest force on an atom: 2.4 eV Å⁻¹

```
27
C10H16O, DFT ωB97M-V/def2-TZVPD
C 0.28 -1.73 -2.69
C -0.73 -0.58 -2.51
H 0.72 -1.71 -3.67
H -0.32 -2.63 -2.54
H 1.16 -1.67 -2.04
H -1.30 -0.66 -3.45
H -0.36 0.45 -2.47
H -1.36 -0.65 -1.63
C -1.21 1.58 1.95
C -2.45 0.74 2.27
C -0.16 0.80 1.19
C 0.56 1.55 0.21
C 0.03 -0.59 1.33
C 1.74 0.97 -0.25
C 1.25 -1.09 0.89
C 2.15 -0.23 0.31
O 3.46 -0.71 0.32
H -1.58 2.51 1.51
H -0.75 1.81 2.91
H -3.24 1.32 2.77
H 0.13 2.43 -0.24
H -0.72 -1.21 1.77
H 2.50 1.52 -0.80
H 1.51 -2.13 1.04
H 3.92 -0.32 -0.41
H -2.21 -0.15 2.84
H -3.00 0.41 1.39
```

***

The following is a quantum chemistry calculation of a cluster of 2 separate species, C10H16O in total, from the Open Molecules 2025 dataset.

Summary:
HOMO-LUMO gap: 9.35 eV
total charge: 0
relative energy (zero: lowest compared OMol25 entry of this formula, charge and spin): 18.6 kcal per mole
M: 152.2 g/mol
SMILES: Cc1ccc(O)cc1.CCC
largest force on an atom: 1.0 eV Å⁻¹

```
27
C10H16O, DFT ωB97M-V/def2-TZVPD
C -0.72 2.37 0.92
C -0.09 1.02 1.13
C -0.80 -0.15 1.06
C 1.29 0.96 1.33
C -0.16 -1.38 1.19
C 1.95 -0.25 1.41
C 1.20 -1.42 1.41
O 1.87 -2.61 1.60
H -0.39 2.85 -0.01
H -0.41 3.08 1.69
H -1.86 -0.16 0.85
H 1.85 1.88 1.38
H -0.73 -2.30 1.08
H 3.01 -0.34 1.64
H 1.38 -3.30 1.16
H -1.81 2.35 1.00
C -1.38 0.28 -2.22
C -2.33 0.69 -3.36
C 0.05 0.19 -2.74
H -1.42 1.08 -1.50
H -1.69 -0.64 -1.73
H -2.13 0.26 -4.35
H 0.37 1.19 -3.07
H 0.77 -0.08 -1.97
H 0.16 -0.48 -3.59
H -3.35 0.35 -3.15
H -2.36 1.78 -3.46
```

***

The following is a quantum chemistry calculation of a cluster of 2 separate species, C10H16O in total in a non-equilibrium geometry, from the Open Molecules 2025 dataset.

Summary:
HOMO-LUMO gap: 9.18 eV
total charge: 0
relative energy (zero: lowest compared OMol25 entry of this formula, charge and spin): 68.5 kcal per mole
M: 152.2 g/mol
SMILES: Cc1ccc(O)cc1.CCC
largest force on an atom: 5.7 eV Å⁻¹

```
27
C10H16O, DFT ωB97M-V/def2-TZVPD
C 0.88 -2.24 1.52
C 2.25 -1.55 1.19
C 0.27 -1.57 2.87
H 0.26 -2.02 0.72
H 0.99 -3.49 1.75
H 2.10 -0.48 1.13
H -0.72 -2.18 2.97
H 0.92 -1.98 3.75
H 2.57 -1.70 0.17
H 2.92 -1.89 1.87
H 0.30 -0.53 3.02
C -0.89 -0.02 -3.41
C -0.69 0.01 -0.88
C -0.85 0.70 -2.15
C -0.75 0.73 0.27
C -0.85 2.07 -2.21
C -0.62 2.10 0.20
C -0.82 2.79 -0.97
O -0.53 2.68 1.45
H -0.55 -0.99 -0.80
H -0.86 0.21 1.18
H -1.96 -0.22 -3.72
H -0.59 -1.11 -3.15
H -0.77 2.76 -3.06
H -0.82 3.91 -1.00
H -0.85 3.62 1.50
H -0.33 0.39 -4.23
```

***

The following is a quantum chemistry calculation of a cluster of 2 separate species, C10H16O in total in a non-equilibrium geometry, from the Open Molecules 2025 dataset.

Summary:
HOMO-LUMO gap: 8.81 eV
total charge: 0
relative energy (zero: lowest compared OMol25 entry of this formula, charge and spin): 93.7 kcal per mole
M: 152.2 g/mol
SMILES: CCc1ccc(O)cc1.CC
largest force on an atom: 10.7 eV Å⁻¹

```
27
C10H16O, DFT ωB97M-V/def2-TZVPD
C -0.02 -0.34 2.49
C -0.10 -1.36 3.61
C -0.59 -0.70 1.24
C 0.14 -1.55 0.38
C -1.85 -0.19 0.77
C -0.18 -1.58 -0.99
C -2.14 -0.16 -0.57
C -1.27 -0.80 -1.41
O -1.59 -0.56 -2.67
H -0.64 0.58 2.97
H 0.99 -0.12 2.32
H 0.40 -0.73 4.47
H 1.03 -1.73 0.95
H -2.49 0.25 1.56
H 0.54 -2.09 -1.47
H -2.91 0.40 -1.07
H -1.23 -1.08 -3.34
H 0.63 -2.22 3.47
H -1.14 -1.63 3.96
C 1.97 1.95 -2.76
C 1.14 2.05 -1.38
H 2.79 1.21 -2.77
H 1.23 1.71 -3.63
H 2.62 2.92 -2.71
H 1.14 0.88 -0.96
H 0.11 2.23 -1.77
H 1.39 2.65 -0.68
```

***

The following is a quantum chemistry calculation of a cluster of 2 separate species, C10H16O in total in a non-equilibrium geometry, from the Open Molecules 2025 dataset.

Summary:
HOMO-LUMO gap: 9.21 eV
total charge: 0
relative energy (zero: lowest compared OMol25 entry of this formula, charge and spin): 37.9 kcal per mole
M: 152.2 g/mol
SMILES: Cc1ccc(O)cc1.CCC
largest force on an atom: 2.7 eV Å⁻¹

```
27
C10H16O, DFT ωB97M-V/def2-TZVPD
C 1.51 1.24 -1.55
C 1.37 -2.61 0.35
C 0.56 -2.33 -0.74
C 2.32 -1.70 0.81
C 0.64 -1.06 -1.32
C 2.38 -0.47 0.19
C 1.55 -0.08 -0.91
O 1.25 -3.78 1.02
H -0.12 -3.05 -1.20
H 0.83 -4.48 0.52
H 3.10 -1.96 1.52
H -0.11 -0.79 -2.07
H 3.07 0.31 0.45
H 1.57 1.25 -2.66
H 2.30 1.99 -1.39
H 0.56 1.72 -1.34
C -2.25 1.77 1.09
C -0.75 1.71 0.83
C -3.24 0.80 0.40
H -2.59 2.82 0.88
H -2.50 1.69 2.16
H -0.50 2.07 -0.16
H -0.34 2.48 1.50
H -2.66 0.14 -0.25
H -0.22 0.78 0.90
H -3.99 1.27 -0.23
H -3.73 0.28 1.21
```

***

The following is a quantum chemistry calculation of a cluster of 2 separate species, C10H16O in total in a non-equilibrium geometry, from the Open Molecules 2025 dataset.

Summary:
HOMO-LUMO gap (alpha / beta): 9.44 / 5.87 eV
total charge: +1
relative energy (zero: lowest compared OMol25 entry of this formula, charge and spin): 32.3 kcal per mole
multiplicity: 2
M: 152.2 g/mol
⟨S²⟩: 0.7657
largest force on an atom: 1.9 eV Å⁻¹

```
27
C10H16O, DFT ωB97M-V/def2-TZVPD
C 1.61 -1.64 2.00
C 1.17 -2.04 0.63
C 2.61 -0.46 2.08
H 0.82 -1.55 2.75
H 2.06 -2.52 2.46
H 1.97 -2.41 -0.01
H 0.91 -1.23 -0.08
H 2.22 0.17 2.86
H 3.61 -0.75 2.38
H 0.35 -2.75 0.61
H 2.69 -0.01 1.09
C -2.52 -1.08 -0.79
C -1.08 0.68 0.10
C -1.82 0.19 -1.02
C -0.33 1.82 0.02
C -1.72 0.82 -2.28
C -0.24 2.42 -1.25
C -0.87 1.87 -2.42
O 0.31 3.62 -1.41
H -0.95 0.17 1.04
H 0.18 2.27 0.86
H -2.74 -1.32 0.25
H -1.82 -1.83 -1.19
H -2.22 0.40 -3.15
H -0.51 2.21 -3.37
H -0.20 4.28 -0.90
H -3.49 -1.33 -1.24
```

***

The following is a quantum chemistry calculation of a cluster of 2 separate species, C10H16S in total in a non-equilibrium geometry, from the Open Molecules 2025 dataset.

Summary:
HOMO-LUMO gap: 9.28 eV
total charge: 0
relative energy (zero: lowest compared OMol25 entry of this formula, charge and spin): 11.5 kcal per mole
M: 168.3 g/mol
SMILES: Cc1ccccc1.CCSC
largest force on an atom: 1.6 eV Å⁻¹

```
27
C10H16S, DFT ωB97M-V/def2-TZVPD
C 2.81 -0.51 -0.61
C 2.66 -1.54 -1.70
C 1.44 -0.27 1.88
S 2.65 -1.32 1.01
H 3.80 -0.07 -0.71
H 2.02 0.24 -0.65
H 2.80 -1.16 -2.72
H 1.74 -2.12 -1.69
H 1.93 0.39 2.60
H 0.95 0.37 1.18
H 0.72 -0.97 2.31
H 3.44 -2.30 -1.59
C -0.32 2.13 -0.54
C -3.37 0.52 1.00
C -2.39 1.46 0.69
C -3.27 -0.75 0.48
C -1.23 1.06 0.03
C -2.14 -1.17 -0.21
C -1.11 -0.25 -0.41
H -4.24 0.88 1.53
H -2.38 2.47 1.10
H -4.02 -1.49 0.68
H -2.05 -2.18 -0.60
H 0.32 2.61 0.20
H -0.90 2.87 -1.08
H -0.21 -0.56 -0.91
H 0.36 1.67 -1.26
```

***

The following is a quantum chemistry calculation of the molecule C10H16S2 in a non-equilibrium geometry, from the Open Molecules 2025 dataset.

Summary:
HOMO-LUMO gap: 8.11 eV
total charge: 0
relative energy (zero: lowest compared OMol25 entry of this formula, charge and spin): 46.3 kcal per mole
M: 200.4 g/mol
SMILES: CS/C=C/C=C(C)\C(C)=C(\C)S
largest force on an atom: 3.0 eV Å⁻¹

```
28
C10H16S2, DFT ωB97M-V/def2-TZVPD
C -1.48 0.53 1.42
C -0.21 0.52 2.04
C -1.79 0.56 0.11
C -0.63 0.62 -0.80
C 0.91 -0.12 1.60
C 0.08 -0.51 -1.02
C -3.22 0.50 -0.49
C -0.33 1.92 -1.49
C 1.27 -0.40 -1.98
C 3.16 -1.52 1.60
S -0.43 -2.18 -0.57
S 2.24 -0.35 2.70
H -2.40 0.39 1.99
H -0.28 0.68 3.07
H 0.79 -0.90 0.76
H -3.02 -0.23 -1.37
H -3.47 1.46 -1.04
H -3.94 0.20 0.31
H -0.93 2.73 -1.23
H -0.24 1.90 -2.55
H 0.63 2.14 -0.99
H 1.36 -1.33 -2.51
H 2.16 0.00 -1.45
H 1.05 0.35 -2.74
H 2.75 -1.23 0.66
H 2.88 -2.55 1.91
H 4.25 -1.47 1.62
H -1.15 -1.70 0.45
```

***

The following is a quantum chemistry calculation of a structure of composition C10H17AlN in a non-equilibrium geometry, from the Open Molecules 2025 dataset.

Summary:
HOMO-LUMO gap (alpha / beta): 5.76 / 5.37 eV
total charge: +3
M: 178.2 g/mol
largest force on an atom: 1.5 eV Å⁻¹

```
29
C10H17AlN, DFT ωB97M-V/def2-TZVPD
Al -1.86 3.60 9.39
C 0.34 7.93 12.75
C -0.31 8.04 11.33
C -0.94 9.42 11.19
C -1.25 6.90 11.22
C -2.68 7.18 11.22
C -3.57 6.16 11.28
C -3.20 4.81 11.47
C -4.18 3.77 11.82
C -1.74 4.52 11.46
C -0.82 5.55 11.34
H 1.13 8.68 12.81
H 0.75 6.96 13.00
H -0.42 8.22 13.50
H 0.54 7.88 10.65
H -1.60 9.64 12.05
H -1.49 9.60 10.27
H -0.16 10.17 11.22
H -2.94 8.22 11.24
H -4.63 6.41 11.31
H -4.94 3.70 11.03
H -4.78 4.09 12.71
H -3.74 2.81 12.07
H -1.39 3.56 11.89
H 0.25 5.41 11.41
N -1.27 2.78 7.65
H -2.08 2.57 7.03
H -0.77 1.89 7.78
H -0.64 3.42 7.16
```